(1)
# C14H32InNO2

A structure of composition C14H32InNO2 (wB97M-V/def2-TZVPD, the Open Molecules 2025 dataset).

Output
- Kohn-Sham gap (eV) = 6.9
- E_HOMO (eV) = -7.18

The geometry in ORCA input format:
```
! RIJCOSX wB97M-V def2-TZVPD def2/J DEFGRID3
* xyz 0 1
C 1.6978 -0.5609 4.7006
C 1.6563 0.1267 3.3319
C 0.8628 1.4097 3.2258
O 1.0114 2.1534 2.2621
O 0.0169 1.7603 4.2084
C -1.0749 0.8348 4.4648
C -1.8163 0.3895 3.1985
In -1.6329 -1.8376 2.8791
H 1.6236 0.1470 5.5163
H 0.9171 -1.3081 4.7863
H 2.6360 -1.1020 4.7846
H 2.6667 0.4059 3.0520
H 1.2576 -0.5605 2.5903
H -0.7125 -0.0098 5.0402
H -1.7435 1.3979 5.1066
H -1.5369 0.9945 2.3389
H -2.8761 0.5681 3.3594
H -0.4097 -2.2219 1.6047
H -1.1717 -2.5048 4.4672
H -3.2043 -2.5274 2.3794
C 0.1789 3.1448 -0.8352
C -0.9002 2.2839 -1.4894
C -0.7268 0.7841 -1.2646
N 0.0456 0.0170 -2.3099
C -0.7944 -0.1341 -3.5454
C -0.1909 -1.0907 -4.5586
C 0.0817 -2.4588 -3.9418
C 0.9245 -2.3267 -2.6778
C 0.3081 -1.3453 -1.7001
C 1.3282 0.6996 -2.6139
H 1.1359 3.1053 -1.3562
H -0.1310 4.1887 -0.8125
H 0.3392 2.8156 0.1883
H -1.0054 2.5276 -2.5503
H -1.8528 2.5471 -1.0286
H -1.6971 0.2918 -1.2243
H -0.2148 0.5764 -0.3239
H -1.7647 -0.5013 -3.2120
H -0.9234 0.8600 -3.9676
H -0.8907 -1.1889 -5.3889
H 0.7256 -0.6736 -4.9833
H 0.5841 -3.1024 -4.6633
H -0.8679 -2.9429 -3.6947
H 1.9466 -2.0348 -2.9308
H 1.0042 -3.2903 -2.1751
H 0.9473 -1.1819 -0.8348
H -0.6557 -1.7100 -1.3447
H 1.8565 0.8623 -1.6785
H 1.1162 1.6432 -3.1070
H 1.9258 0.0795 -3.2719
*
```


(2)
# C14H32LiNO14P

A structure of composition C14H32LiNO14P (wB97M-V/def2-TZVPD, the Open Molecules 2025 dataset).

Output
- Kohn-Sham gap (eV) = 4.2
- E_HOMO (eV) = -2.54
- energy above the lowest of the compared OMol25 structures with the same formula, charge and spin (eV) = 5.381

The geometry in ORCA input format:
```
! RIJCOSX wB97M-V def2-TZVPD def2/J DEFGRID3
* xyz -1 1
C 5.0827 0.1245 -2.8702
N 3.9114 0.0926 -1.9415
C 3.1745 -1.1050 -2.3707
C 4.3007 -0.0570 -0.4526
C 3.0585 1.2407 -2.0789
C 3.7668 2.5545 -2.0383
O 2.8821 3.6630 -1.8279
H 5.8892 0.6734 -2.5529
H 4.6837 0.5754 -3.8814
H 5.5715 -0.7319 -2.9063
H 3.6102 -2.3012 -2.1254
H 2.8904 -1.0589 -3.4630
H 2.2949 -1.1097 -1.7743
H 3.4726 -0.0370 -0.0651
H 4.8202 0.6346 0.0056
H 4.5993 -0.9242 -0.4119
H 2.1261 1.0353 -1.2770
H 2.5982 1.3769 -3.1494
H 4.3580 2.7854 -2.9252
H 4.2252 2.7507 -1.0406
H 2.4790 3.3930 -0.8370
Li -0.4145 0.4529 0.1939
P 1.0825 2.1856 1.3815
O 1.2259 0.7001 1.1014
O -0.5162 2.1017 1.0442
O 1.7845 2.9503 0.3341
O 1.2008 2.5777 2.8081
C -5.3019 -0.7742 5.9525
O -4.1946 -1.1573 5.2130
C -3.3855 -0.2047 4.7142
O -3.6882 0.9708 4.9752
O -2.4630 -0.5762 3.9732
C -1.5451 0.5443 3.5082
H -5.7907 -1.6118 6.0786
H -5.7989 0.2282 5.5571
H -4.9442 -0.6262 6.8831
H -1.0762 1.1354 4.4046
H -1.9286 1.0534 2.6338
H -0.9265 0.0920 3.0309
C -3.2554 -2.7318 -0.0879
O -2.0411 -3.2156 0.5306
C -0.9752 -2.5255 0.7252
O -0.8346 -1.4346 0.2256
O 0.0210 -3.0932 1.5219
C 1.0277 -2.2973 1.9894
H -3.4730 -1.5520 0.1844
H -3.9730 -3.0583 0.2625
H -3.2704 -3.0759 -1.1320
H 2.0067 -2.9510 1.9894
H 0.8304 -1.5645 2.6378
H 1.3346 -1.8300 1.0601
C -1.7653 2.4821 -1.6759
O -2.4739 1.8707 -2.7939
C -2.4379 0.5405 -2.8942
O -1.7629 -0.2585 -2.2935
O -3.4270 0.0305 -3.7195
C -3.4784 -1.3515 -4.0116
H -0.7480 1.8978 -1.6108
H -2.3225 2.1974 -0.7892
H -1.8144 3.6658 -1.6249
H -2.6033 -1.8126 -3.8723
H -3.5622 -1.7171 -5.1724
H -4.1170 -1.8328 -3.2526
*
```


(3)
# C14H32N3O5

A cluster of 2 separate species, C14H32N3O5 in total (wB97M-V/def2-TZVPD, the Open Molecules 2025 dataset).

Output
- Kohn-Sham gap (eV) = 6.5
- E_HOMO (eV) = -3.98
- energy above the lowest of the compared OMol25 structures with the same formula, charge and spin (eV) = 4.719

The geometry in ORCA input format:
```
! RIJCOSX wB97M-V def2-TZVPD def2/J DEFGRID3
* xyz -1 1
N -1.1191 2.4180 0.4969
C -1.4351 1.5773 1.7522
C -1.1298 -0.0191 1.5645
C -2.3321 -0.8999 0.8933
N -1.7976 -1.3794 -0.4728
C -3.7162 -0.0871 0.5735
C -4.7293 0.1002 1.8508
C -6.2360 0.6644 1.4374
C -6.3274 1.2718 -0.0820
O -6.6761 0.1826 -1.0460
C -2.5112 -2.2556 1.8015
O -2.4813 -3.4654 1.1784
O -2.6553 -2.2894 3.2727
H -0.4842 1.8638 -0.1184
H -2.0540 2.5721 0.0589
H -0.6584 1.9710 2.5687
H -2.4947 1.8432 2.1708
H -0.8467 -0.4584 2.6126
H -0.1750 -0.1130 0.8779
H -1.4832 -0.5026 -0.9716
H -0.9235 -1.9302 -0.3043
H -4.3133 -0.7477 -0.2220
H -3.5105 0.9412 0.0032
H -4.3409 0.8108 2.6953
H -4.9147 -0.9548 2.3599
H -7.0647 -0.1835 1.5127
H -6.5775 1.5371 2.1708
H -5.4122 1.9177 -0.4196
H -7.2700 2.0031 -0.0986
H -5.8498 0.0923 -1.6364
C 3.2755 -0.6722 -3.7034
O 4.2257 -1.4220 -2.9592
C 5.4952 -0.7747 -2.8262
C 5.7124 -0.2772 -1.3889
N 4.8398 0.8589 -1.0754
C 4.7643 1.1850 0.3524
C 4.2525 0.0953 1.3157
O 2.8646 -0.2158 1.1711
C 2.5668 -1.0973 0.0999
H 2.4357 -1.3299 -3.9453
H 2.8920 0.1620 -3.1152
H 3.7043 -0.3029 -4.6406
H 5.6233 0.0334 -3.5546
H 6.2537 -1.5319 -3.0441
H 6.7563 0.0275 -1.2639
H 5.5210 -1.1221 -0.7188
H 3.8990 0.6529 -1.4004
H 4.0961 2.0506 0.4380
H 5.7541 1.5193 0.6859
H 4.3586 0.4912 2.3327
H 4.8593 -0.8170 1.2899
H 3.3489 -1.8450 -0.0587
H 2.3827 -0.5265 -0.8108
H 1.6380 -1.6221 0.3398
*
```


(4)
# C14H32N6O6STl

A structure of composition C14H32N6O6STl (wB97M-V/def2-TZVPD, the Open Molecules 2025 dataset).

Output
- Kohn-Sham gap (spin up / spin down) (eV) = 3.9 / 4.5
- E_HOMO (spin up / spin down) (eV) = -10.55 / -10.74
- energy above the lowest of the compared OMol25 structures with the same formula, charge and spin (eV) = 0.000

The geometry in ORCA input format:
```
! RIJCOSX wB97M-V def2-TZVPD def2/J DEFGRID3
* xyz 1 1
O 0.7455 4.2577 -0.1770
H -0.0996 4.5251 -0.6401
Tl 0.0063 2.1335 0.7438
N -0.9926 0.6847 -1.4634
N -1.7242 3.1538 -1.1605
N 1.7842 0.1881 0.4437
N 2.4905 2.4607 1.5556
O -0.5517 -0.5102 -1.7223
O 1.5771 -0.9759 -0.2383
O 3.1558 3.6620 1.8011
O -1.7057 4.4131 -1.3392
C -2.5320 2.4059 -1.9545
C -2.1564 1.0325 -2.0717
C 2.9243 0.1734 1.1327
C 3.2951 1.4336 1.7684
C -2.9313 0.0430 -2.8686
H -3.0793 -0.8831 -2.2967
H -2.3916 -0.2105 -3.7933
H -3.9124 0.4425 -3.1421
C -3.7140 2.9804 -2.6407
H -3.6710 4.0725 -2.6073
H -4.6446 2.6496 -2.1567
H -3.7536 2.6499 -3.6861
C 3.7738 -1.0477 1.2019
C 4.5649 1.6446 2.5046
H 3.8644 -1.5084 0.2107
H 3.3362 -1.7914 1.8849
H 4.7728 -0.7991 1.5693
H 4.4355 2.4219 3.2635
H 5.3613 1.9659 1.8180
H 4.8862 0.7168 2.9849
H 0.7474 -0.7690 -0.7984
H 2.5607 4.3354 1.4127
C 1.2275 2.9147 -1.1023
H 0.4078 2.3783 -1.6033
H 2.0046 2.3502 -0.5758
H 1.7419 3.4559 -1.8988
O 1.2296 0.5286 -3.8311
H 2.1435 0.1988 -3.8634
H 0.7707 -0.0632 -3.1976
C -3.3446 -3.6809 -0.4477
C -2.1696 -2.8861 0.0945
N -2.5891 -2.1764 1.3236
C -1.7001 -1.3433 1.9499
S -2.1058 0.2394 2.3732
N -0.4759 -1.8578 2.2248
C -0.2673 -3.2590 2.6374
C 1.1166 -3.7249 2.2257
H -3.7679 -4.3262 0.3298
H -2.9955 -4.3111 -1.2703
H -4.1278 -3.0136 -0.8259
H -1.3350 -3.5492 0.3477
H -1.7961 -2.1688 -0.6587
H -3.4974 -1.7164 1.2193
H 0.1264 -1.1903 2.7126
H -0.3713 -3.3238 3.7323
H -1.0530 -3.8748 2.1917
H 1.8857 -3.3053 2.8845
H 1.1746 -4.8162 2.2940
H 1.3450 -3.4298 1.1951
*
```